(1)
A molecular structure, C33H28GeMnN5O4S at a distorted geometry, computed with ωB97M-V/def2-TZVPD.

```
73
Properties=species:S:1:pos:R:3:forces:R:3
Mn -2.322947 -0.750349 3.488666 0.63 1.15 -1.70
O 1.404758 -3.272198 2.542990 0.95 0.50 0.87
C 0.812606 -2.083726 2.168010 -0.44 0.19 -0.12
O 1.165514 -0.982958 2.537126 0.03 -0.98 -0.08
C -0.295813 -2.400544 1.236991 0.46 -1.08 0.25
C -0.180060 -3.531617 0.443964 -1.10 1.60 -0.02
C -1.312344 -3.925525 -0.333705 -0.94 -0.21 -0.33
C -2.561566 -3.410552 0.069040 0.88 -0.01 -1.04
C -2.645036 -2.243359 0.808403 0.01 0.37 0.49
N -1.420635 -1.473257 1.109184 1.28 -0.04 -0.97
C -3.898920 -1.734651 1.305550 2.49 -0.54 0.52
O -5.004518 -2.224560 0.799855 -2.00 -0.32 -0.76
O -3.978829 -0.931685 2.256025 -0.49 -0.06 -0.07
H 2.140482 -3.120150 3.186961 -0.80 0.31 -0.84
H 0.759153 -4.066308 0.422126 -0.14 -0.13 0.08
H -1.280139 -4.591140 -1.213204 0.18 -0.07 0.99
H -3.492464 -3.937898 -0.193147 0.56 0.17 -0.18
H -4.911993 -2.724279 -0.038986 0.45 0.63 0.85
N -0.212469 1.556846 6.349055 0.76 -0.29 2.70
C -0.750953 1.004297 5.278566 -0.72 0.67 -4.39
S -1.205550 -0.653698 5.486216 -0.08 -1.08 0.62
N -0.855955 1.727755 4.160464 1.05 -1.38 2.41
N -1.237794 1.010229 3.046022 -0.93 -0.68 -0.29
C -1.078721 1.743142 1.930099 0.37 0.51 0.66
C -1.865068 1.741254 0.744003 2.66 1.59 2.30
C -2.418123 2.993774 0.550679 -1.10 -0.47 -2.19
C -3.485019 3.072060 -0.367750 0.71 1.14 0.53
C -3.747608 1.928658 -1.164900 0.68 -1.46 -0.45
C -3.028428 0.754743 -1.025094 -1.50 1.08 -0.93
N -1.999971 0.685025 -0.099562 0.42 -4.02 -0.56
H -0.036054 0.982114 7.155942 -0.20 0.18 -0.15
H -0.045247 2.513694 6.413512 0.30 1.50 -0.16
H -0.479762 2.674908 2.062514 -0.85 -0.56 0.21
H -2.006160 3.828606 1.107616 -0.46 -0.19 0.17
H -4.085171 3.976026 -0.415399 0.04 -0.18 -0.26
H -4.421268 1.986647 -2.012019 -0.34 -0.11 0.28
H -3.253762 -0.139731 -1.620348 0.25 0.48 0.27
C -1.098386 -0.570795 -0.097817 -1.57 2.47 -0.82
Ge 0.882914 0.158223 -0.954829 -0.68 -0.07 0.96
C 0.616246 0.301216 -2.910127 -0.41 -0.47 0.13
C -0.467693 0.987250 -3.463486 -0.32 -0.32 -0.69
C -0.862914 0.780685 -4.790029 0.10 -0.41 -0.72
C -0.181667 -0.155864 -5.622490 0.23 1.26 1.61
C 0.962895 -0.745840 -5.082097 0.39 0.28 -0.09
C 1.382143 -0.494775 -3.762449 -0.68 0.14 -0.82
C 1.639889 1.899087 -0.449166 -0.46 1.59 1.02
C 1.937963 2.197545 0.920150 0.04 -1.08 -1.09
C 2.268787 3.476348 1.336653 0.08 0.17 -0.26
C 2.267077 4.548109 0.423318 0.29 -0.71 -0.48
C 2.068571 4.269154 -0.939010 -0.04 -0.31 0.43
C 1.730780 2.976946 -1.363680 -0.23 -0.74 0.38
C 2.363448 -1.083749 -0.751964 1.14 -1.20 0.19
C 3.584190 -0.664020 -0.150405 -0.63 -0.85 -0.31
C 4.676681 -1.538923 -0.070785 -1.45 -0.88 -0.70
C 4.567735 -2.851358 -0.590791 0.07 0.17 0.04
C 3.385606 -3.299199 -1.207606 -0.20 0.88 0.28
C 2.290563 -2.413682 -1.255518 0.37 0.41 0.12
H -1.466975 -1.131021 -0.988186 0.36 0.36 0.43
H -1.037792 1.688453 -2.874037 -0.16 0.01 0.24
H -1.720854 1.348555 -5.193367 0.54 -0.38 0.28
H -0.433821 -0.263199 -6.667444 -0.17 -0.21 0.03
H 1.608903 -1.353887 -5.716131 -0.20 0.02 0.11
H 2.333339 -0.876054 -3.437469 0.05 -0.42 0.18
H 1.940539 1.337859 1.611821 -0.15 0.70 -0.06
H 2.568719 3.606707 2.373379 -0.28 0.23 -0.10
H 2.481967 5.563274 0.755786 0.02 -0.25 -0.08
H 2.192492 5.022403 -1.710626 -0.19 0.19 0.26
H 1.489374 2.802155 -2.421338 0.23 0.11 0.44
H 3.642710 0.320094 0.309682 0.09 -0.14 -0.26
H 5.568300 -1.214845 0.412677 0.60 0.10 0.26
H 5.417060 -3.540524 -0.490531 -0.32 0.35 -0.12
H 3.284039 -4.300955 -1.657460 0.21 0.56 0.43
H 1.352988 -2.766968 -1.700101 0.34 0.20 0.10
```
Positions in Å, forces in eV/Å.

The multiplicity is 6. The charge is -1. The HOMO-LUMO gap (alpha / beta) comes out at 4.24 / 3.91 eV. The calculation puts the total energy at -148984.50423 eV. The calculation puts the strongest force on any atom at 0.0875 Eh/bohr. Its lowest unoccupied orbital energy (alpha / beta) is 0.093 / 0.092 Ha. The value obtained for the relative energy (zero: lowest compared OMol25 entry of this formula, charge and spin) is 31.4 kcal per mole.

---

(2)
2 unconnected molecules or ions with the total composition C2HF5N2O2S at a distorted geometry, computed with ωB97M-V/def2-TZVPD.

```
13
Properties=species:S:1:pos:R:3:forces:R:3
C 0.070661 1.991844 0.482253 0.83 -0.24 1.91
C -0.247291 -1.545926 0.923931 2.87 2.86 -1.43
N 0.265950 -0.181830 -0.449889 -1.34 -0.69 2.36
N -0.019129 -0.701416 -1.809353 -0.14 0.49 0.22
O -0.832887 -0.176689 -2.523718 -0.09 0.33 0.75
O -0.573606 0.948920 -0.146304 -0.25 -0.70 -0.28
F 0.890719 1.586053 1.551349 -0.27 -0.41 -1.24
F 0.839805 2.682725 -0.351567 0.13 0.01 -0.23
F -0.974527 -2.457501 0.412306 -0.24 -0.53 -0.22
F -0.828841 -0.986460 1.983675 1.14 -0.48 -1.62
F 1.046948 -1.876590 1.085347 -2.25 -0.19 0.80
S 0.977805 -1.914356 -2.215306 0.12 -0.29 0.17
H -0.615608 2.631223 1.057276 -0.51 -0.18 -1.18
```
Positions in Å, forces in eV/Å.

The HOMO-LUMO gap (alpha / beta) comes out at 8.13 / 8.13 eV. The calculation puts the total energy at -33581.43994 eV. The calculation puts the strongest force on any atom at 0.0836 Eh/bohr. Its lowest unoccupied orbital energy (alpha / beta) is -0.055 / -0.055 Ha. The value obtained for the relative energy (zero: lowest compared OMol25 entry of this formula, charge and spin) is 2.3 kcal per mole.

---

(3)
7 unconnected molecules or ions with the total composition C18H32Br2O14 at a distorted geometry, computed with ωB97M-V/def2-TZVPD.

```
66
Properties=species:S:1:pos:R:3:forces:R:3
Br 4.704241 -4.567213 -3.177421 0.42 0.07 1.05
C 5.360664 -3.799840 -1.441312 -0.07 0.57 -0.97
C 6.589841 -2.851981 -1.718992 -0.92 -1.67 0.63
Br 8.133608 -4.017608 -2.225588 -0.60 0.73 0.34
H 5.532614 -4.547420 -0.666940 0.70 -0.45 -0.68
H 4.443808 -3.361805 -1.046840 0.28 0.95 -0.35
H 6.807389 -2.370315 -0.765706 0.38 0.07 -0.22
H 6.468723 -2.132108 -2.528448 -0.20 -0.27 0.18
C 0.480950 -1.442533 2.209609 -1.10 0.31 0.42
C 0.281528 -0.402147 1.083440 -0.25 -2.57 1.50
C 1.318597 0.683155 1.160475 -0.96 -0.60 1.60
O 1.906146 0.653419 -0.089308 0.80 0.55 -1.81
C 1.383190 -0.331174 -0.872485 -0.09 -0.48 -2.46
O 1.609560 -0.536267 -2.056620 0.02 0.78 2.91
O 0.507912 -1.061789 -0.160540 0.01 0.53 -0.29
H -0.251565 -2.249423 2.230711 -0.12 -0.04 -0.63
H 0.234521 -0.938369 3.144060 0.43 0.21 0.25
H 1.460158 -1.915045 2.286917 0.15 0.43 -0.30
H -0.740849 -0.026643 1.126345 -0.02 -0.01 -0.24
H 2.009260 0.420098 1.961651 0.45 0.26 -0.25
H 0.774463 1.576238 1.467737 0.62 0.64 -0.67
C -5.387082 3.218638 5.798798 0.68 0.76 -0.33
C -4.231455 3.832422 4.951953 -0.02 -3.07 2.04
C -3.175605 2.717794 4.558581 -0.43 0.78 2.71
O -3.052837 2.926462 3.224008 1.20 0.13 -2.83
C -3.927049 3.810457 2.745702 -2.45 0.75 -2.73
O -4.131846 4.106747 1.572617 1.19 -0.79 3.05
O -4.748642 4.240654 3.759228 0.38 0.58 -2.47
H -6.081228 4.032671 6.007651 0.06 -0.17 0.77
H -4.972977 2.661333 6.639054 -0.16 0.61 0.48
H -5.990168 2.469337 5.286022 0.40 0.08 -0.71
H -3.655318 4.648948 5.387227 -0.45 0.09 0.55
H -3.376403 1.670290 4.783344 -0.76 0.03 -0.17
H -2.262512 2.921359 5.117967 0.36 0.17 -0.37
C 1.364279 0.634040 -7.580959 0.77 0.07 -1.26
C 2.728878 1.278841 -7.815608 -0.30 0.12 -0.15
C 2.878982 2.565983 -7.021826 -1.05 -0.03 0.45
O 4.162837 2.440452 -6.464655 0.73 0.36 0.37
C 4.647283 1.200136 -6.702874 3.57 -0.99 2.74
O 5.686842 0.719697 -6.286539 -0.93 1.92 -0.29
O 3.839453 0.437018 -7.336795 -3.54 0.09 -2.22
H 0.679644 1.176231 -8.233195 -0.30 0.10 0.20
H 1.032812 0.697061 -6.544493 0.18 -0.21 -0.10
H 1.387904 -0.380342 -7.979162 -0.12 -0.12 0.37
H 2.943597 1.572117 -8.843231 -0.19 -0.85 -0.34
H 2.044082 2.600349 -6.321910 0.51 -0.23 1.07
H 2.725284 3.535300 -7.496063 0.70 -0.25 -0.82
C -4.653200 -0.620259 -1.029238 0.13 -1.45 0.12
C -5.113543 -2.004889 -0.360658 -0.23 1.74 -2.12
C -4.144820 -3.169547 -0.383765 0.31 -0.15 -1.33
O -3.954172 -3.505548 0.971532 0.68 -1.75 0.82
C -4.558043 -2.674084 1.764072 -0.60 3.79 3.89
O -4.516570 -2.528514 3.015991 -0.13 -1.38 -5.03
O -5.170343 -1.714787 0.957762 -0.04 0.08 4.64
H -5.235832 0.222837 -0.657970 -0.20 -0.32 0.09
H -4.642301 -0.580821 -2.118472 -0.23 -0.33 -0.01
H -3.622317 -0.460622 -0.713159 0.07 0.02 0.11
H -6.138340 -2.288890 -0.599903 0.07 -0.08 -0.90
H -3.172839 -2.871415 -0.776792 -0.01 -0.21 -0.19
H -4.549406 -4.043327 -0.894585 0.25 0.08 -0.08
O 2.988452 -3.960091 6.504886 0.10 0.14 -0.15
H 2.039727 -4.073382 6.562421 -0.25 -0.01 -0.01
H 3.340075 -4.529421 7.189335 0.14 -0.13 0.16
O 3.673077 3.039630 5.127071 -0.04 -0.24 -0.04
H 3.193942 3.569098 5.764509 -0.12 0.10 0.20
H 4.092937 3.678809 4.551377 0.15 0.13 -0.17
```
Positions in Å, forces in eV/Å.

The HOMO-LUMO gap comes out at 9.78 eV. The calculation puts the total energy at -187933.17746 eV. The calculation puts the strongest force on any atom at 0.1063 Eh/bohr. Its lowest unoccupied orbital energy is 0.006 Ha. Its structure (SMILES) is C[C@H]1COC(=O)O1.C[C@H]1COC(=O)O1.C[C@H]1COC(=O)O1.C[C@H]1COC(=O)O1.BrCCBr.O.O. The value obtained for the relative energy (zero: lowest compared OMol25 entry of this formula, charge and spin) is 75.3 kcal per mole.

---

(4)
A single C3H6N2O molecule, computed with ωB97M-V/def2-TZVPD.

```
12
Properties=species:S:1:pos:R:3:forces:R:3
N 1.880198 0.273832 -0.310053 0.03 -0.05 -0.06
C 0.933559 -0.690115 -0.176372 -0.08 -0.13 -0.02
O 1.096700 -1.881935 -0.310212 -0.07 0.42 0.06
N -0.341769 -0.159547 0.179188 0.13 -0.09 -0.05
C -1.494688 -0.852853 0.173675 -0.19 -0.40 -0.04
C -0.746918 1.138855 0.338239 0.05 0.40 0.08
H 1.590085 1.229803 -0.451353 0.01 -0.14 0.03
H 2.784628 -0.018318 -0.644061 -0.14 0.04 0.06
H -1.721175 -1.549437 -0.630804 0.08 0.07 0.10
H -2.144913 -0.778641 1.032838 0.09 0.08 -0.13
H -1.467319 1.541034 -0.359018 0.06 -0.08 0.09
H -0.368392 1.747327 1.157935 0.01 -0.12 -0.13
```
Positions in Å, forces in eV/Å.

The HOMO-LUMO gap (alpha / beta) comes out at 8.15 / 8.39 eV. The calculation puts the total energy at -8233.40684 eV. The calculation puts the strongest force on any atom at 0.0086 Eh/bohr. Its lowest unoccupied orbital energy (alpha / beta) is 0.002 / 0.007 Ha. The value obtained for the relative energy (zero: lowest compared OMol25 entry of this formula, charge and spin) is 75.9 kcal per mole.

---

> Which value of relative energy (zero: lowest compared OMol25 entry of this formula, charge and spin) does entry 2 give?

2.3 kcal per mole

---

> Which formula does entry 2 have?

C2HF5N2O2S